No. 1
ORCA calculation (wB97M-V/def2-TZVPD) on a cluster of 3 separate species, C4H13NO2 in total at a distorted geometry.

Values from the calculation:
Energy relative to the best compared isomer or geometry (same formula, charge and spin), kcal/mol: 28.23
SMILES: C=NCCC.O.O
Highest occupied orbital energy, eV: -9.69
Frontier orbital gap, Ha: 0.3816
Lowest unoccupied orbital energy, eV: 0.69

ORCA input file:
```
! RIJCOSX wB97M-V def2-TZVPD def2/J DEFGRID3
* xyz 0 1
C 2.001 -0.917 0.551
C 1.059 0.252 0.511
C -0.114 -0.073 -0.444
C -1.201 1.962 0.061
N -1.097 0.959 -0.689
H 2.717 -0.968 1.371
H 1.438 -1.841 0.765
H 2.466 -1.207 -0.392
H 1.499 1.178 0.128
H 0.630 0.503 1.482
H -0.626 -0.898 0.052
H 0.291 -0.437 -1.381
H -0.462 2.183 0.837
H -1.819 2.798 -0.273
H -1.271 0.441 -2.614
H -1.206 0.986 -4.073
O -1.172 0.187 -3.545
H -0.269 -1.845 2.512
H -1.796 -1.933 2.478
O -1.068 -1.330 2.663
*
```



No. 2
ORCA calculation (wB97M-V/def2-TZVPD) on the molecule CH4N2S at a distorted geometry.

Values from the calculation:
Energy relative to the best compared isomer or geometry (same formula, charge and spin), kcal/mol: 87.48
SMILES: SN1CN1
Highest occupied orbital energy, eV: -9.05
Frontier orbital gap, Ha: 0.3684
Lowest unoccupied orbital energy, eV: 0.97

ORCA input file:
```
! RIJCOSX wB97M-V def2-TZVPD def2/J DEFGRID3
* xyz 0 1
C 0.721 0.692 0.023
N 0.775 -0.622 0.380
N -0.329 -0.356 -0.489
S -1.885 -0.020 0.365
H 0.569 1.414 0.823
H 1.291 0.968 -0.777
H 1.443 -1.312 -0.010
H -2.586 -0.764 -0.315
*
```



No. 3
ORCA calculation (wB97M-V/def2-TZVPD) on a cluster of 2 separate species, CH3NO5 in total at a distorted geometry.

Values from the calculation:
Energy relative to the best compared isomer or geometry (same formula, charge and spin), kcal/mol: 20.98
SMILES: O=C(O)O.O=NO
Highest occupied orbital energy, eV: -10.46
Frontier orbital gap, Ha: 0.3877
Lowest unoccupied orbital energy, eV: 0.09

ORCA input file:
```
! RIJCOSX wB97M-V def2-TZVPD def2/J DEFGRID3
* xyz 0 1
C -0.873 0.080 0.208
N 1.256 -0.197 -0.081
O 1.977 -1.124 0.077
O 1.817 1.022 0.095
O -0.841 -0.661 1.306
O -0.798 1.297 0.199
O -1.275 -0.599 -0.913
H -1.209 -1.515 0.925
H 1.108 1.802 -0.164
H -1.162 -0.104 -1.652
*
```



No. 4
ORCA calculation (wB97M-V/def2-TZVPD) on a structure of composition C10H40FeN20O14P at a distorted geometry.

Values from the calculation:
Energy relative to the best compared isomer or geometry (same formula, charge and spin), kcal/mol: 0.00
<S²>: 6.007
Highest occupied orbital energy (spin up / spin down), eV: -6.59 / -6.59
Frontier orbital gap (spin up / spin down), Ha: 0.3078 / 0.3074
Lowest unoccupied orbital energy (spin up / spin down), eV: 1.78 / 1.77

ORCA input file:
```
! RIJCOSX wB97M-V def2-TZVPD def2/J DEFGRID3
* xyz -1 5
Fe 8.439 13.739 7.486
P 8.203 12.132 5.433
O 7.430 12.200 6.743
O 8.898 10.792 5.226
O 9.242 13.301 5.617
O 7.129 12.389 4.398
C 8.815 15.154 2.516
O 8.910 15.933 1.573
N 8.229 13.911 2.466
N 9.251 15.257 3.771
H 7.545 13.667 1.771
H 8.109 13.475 3.386
H 9.288 14.405 4.346
H 9.532 16.112 4.222
C 6.839 15.994 5.928
O 7.585 15.444 6.762
N 6.244 15.334 4.941
N 6.499 17.303 6.061
H 5.672 15.895 4.334
H 6.383 14.346 4.790
H 6.798 17.844 6.850
H 6.161 17.809 5.261
C 10.000 11.220 8.882
O 9.444 12.336 8.760
N 10.767 10.840 9.916
N 9.972 10.293 7.920
H 11.429 10.108 9.744
H 10.930 11.508 10.650
H 9.639 10.506 6.990
H 10.231 9.338 8.109
C 6.163 8.918 7.256
O 5.895 7.968 8.001
N 7.434 9.146 6.825
N 5.322 9.879 6.854
H 8.161 8.523 7.132
H 7.780 9.918 6.215
H 5.671 10.720 6.444
H 4.430 9.792 7.318
C 6.345 13.278 9.723
O 7.022 14.093 9.076
N 5.897 13.515 10.976
N 6.016 12.078 9.240
H 6.025 14.428 11.376
H 5.222 12.913 11.409
H 5.317 11.536 9.715
H 6.373 11.762 8.345
C 12.544 13.602 6.604
O 13.670 13.493 7.070
N 11.999 14.779 6.149
N 11.631 12.594 6.469
H 11.109 14.736 5.697
H 12.588 15.592 6.158
H 10.707 12.772 6.025
H 12.127 11.716 6.525
C 6.368 9.688 2.445
O 6.036 8.737 1.728
N 6.451 9.577 3.786
N 6.857 10.876 2.044
H 6.876 10.383 4.237
H 5.925 8.808 4.163
H 6.937 11.580 2.779
H 6.842 11.062 1.056
C 3.750 12.857 5.384
O 2.599 13.037 5.801
N 4.037 12.658 4.087
N 4.869 12.859 6.156
H 5.016 12.497 3.911
H 3.369 12.479 3.361
H 4.869 13.189 7.104
H 5.795 12.586 5.798
C 10.223 7.316 5.525
O 10.839 7.530 6.594
N 10.160 6.093 4.964
N 9.602 8.269 4.826
H 9.630 6.023 4.117
H 10.541 5.339 5.506
H 9.074 7.962 4.026
H 9.585 9.283 4.930
C 11.093 11.512 2.230
O 11.615 11.364 1.128
N 11.515 12.362 3.184
N 9.980 10.810 2.633
H 12.498 12.585 3.205
H 10.881 12.758 3.846
H 9.129 10.840 2.095
H 9.846 10.835 3.649
*
```



No. 5
ORCA calculation (wB97M-V/def2-TZVPD) on the molecule C7H6O3 at a distorted geometry.

Values from the calculation:
Energy relative to the best compared isomer or geometry (same formula, charge and spin), kcal/mol: 42.62
SMILES: O=C(O)c1ccc(O)cc1
Highest occupied orbital energy, eV: -9.67
Frontier orbital gap, Ha: 0.3696
Lowest unoccupied orbital energy, eV: 0.38

ORCA input file:
```
! RIJCOSX wB97M-V def2-TZVPD def2/J DEFGRID3
* xyz 0 1
C 2.475 -0.021 -0.193
C 0.943 -0.067 -0.109
C 0.314 1.148 -0.237
C -1.066 1.250 -0.240
C -1.801 0.033 -0.120
C -1.196 -1.156 0.100
C 0.296 -1.142 -0.025
H 2.159 0.419 1.760
H 0.923 2.151 -0.283
H -1.485 2.242 -0.538
H -3.529 -0.853 0.114
H -1.785 -2.137 -0.121
H 0.755 -2.027 0.037
O 3.032 0.279 1.048
O 3.198 -0.267 -1.168
O -3.233 0.146 -0.026
*
```



No. 6
ORCA calculation (wB97M-V/def2-TZVPD) on a cluster of 2 separate species, C5H13NO2 in total at a distorted geometry.

Values from the calculation:
Energy relative to the best compared isomer or geometry (same formula, charge and spin), kcal/mol: 36.84
SMILES: CNC(=O)C(C)C.O
Highest occupied orbital energy, eV: -9.55
Frontier orbital gap, Ha: 0.3791
Lowest unoccupied orbital energy, eV: 0.76

ORCA input file:
```
! RIJCOSX wB97M-V def2-TZVPD def2/J DEFGRID3
* xyz 0 1
C 1.407 -1.003 -1.468
N 0.472 -1.558 -0.477
C -0.767 -0.882 -0.098
C -0.727 0.588 0.090
C -1.437 1.376 -0.971
C -1.320 0.728 1.519
O -1.720 -1.626 0.066
H 2.277 -1.717 -1.826
H 1.988 -0.126 -1.197
H 0.899 -0.723 -2.395
H 0.306 -2.537 -0.544
H 0.436 0.861 0.156
H -2.355 0.970 -1.202
H -1.743 2.446 -0.609
H -0.820 1.586 -1.821
H -1.047 1.763 1.841
H -1.130 -0.064 2.199
H -2.415 0.675 1.374
H 2.722 -0.088 2.499
H 2.050 -0.481 1.301
O 2.923 -0.188 1.563
*
```



No. 7
ORCA calculation (wB97M-V/def2-TZVPD) on a cluster of 2 separate species, C7H20N3O3Si in total at a distorted geometry.

Values from the calculation:
Energy relative to the best compared isomer or geometry (same formula, charge and spin), kcal/mol: 47.95
Highest occupied orbital energy, eV: -11.16
Frontier orbital gap, Ha: 0.2711
Lowest unoccupied orbital energy, eV: -3.78

ORCA input file:
```
! RIJCOSX wB97M-V def2-TZVPD def2/J DEFGRID3
* xyz 1 1
C 0.476 0.396 -2.558
C -1.467 3.853 -1.209
C -1.764 -1.752 -0.110
C -0.833 -4.376 3.957
C 2.321 -1.103 2.593
C -0.045 3.613 -0.719
C 0.754 2.734 -1.680
N 1.046 0.774 -3.745
N 0.279 1.371 -1.632
N 0.068 -0.789 -2.281
O -1.275 -2.417 1.067
O -0.067 -3.361 3.320
O 1.110 -1.427 1.918
Si -0.096 -2.411 2.078
H -2.040 4.395 -0.461
H -1.463 4.440 -2.125
H -1.965 2.906 -1.411
H -2.425 -2.463 -0.599
H -0.962 -1.445 -0.812
H -2.334 -0.879 0.205
H -1.899 -4.181 3.866
H -0.540 -4.377 5.006
H -0.594 -5.340 3.509
H 2.790 -1.991 3.010
H 2.110 -0.391 3.390
H 2.978 -0.647 1.854
H -0.072 3.133 0.265
H 0.474 4.567 -0.607
H 0.629 3.127 -2.693
H 1.822 2.781 -1.416
H 1.600 1.611 -3.792
H 1.310 0.044 -4.384
H -0.132 1.061 -0.769
H 0.208 -1.453 -3.035
*
```



No. 8
ORCA calculation (wB97M-V/def2-TZVPD) on the molecule C3H6N2O at a distorted geometry.

Values from the calculation:
Energy relative to the best compared isomer or geometry (same formula, charge and spin), kcal/mol: 74.56
SMILES: CN1COC=N1
Highest occupied orbital energy, eV: -7.94
Frontier orbital gap, Ha: 0.3302
Lowest unoccupied orbital energy, eV: 1.05

ORCA input file:
```
! RIJCOSX wB97M-V def2-TZVPD def2/J DEFGRID3
* xyz 0 1
C -0.589 1.753 -0.254
C -1.105 -0.290 0.416
C 1.298 -1.004 -0.188
N 0.319 1.059 -0.798
N 0.127 -0.279 -0.460
O -1.529 1.025 0.426
H -0.822 2.803 -0.220
H -1.853 -0.845 -0.004
H -0.658 -0.616 1.430
H 2.195 -0.577 -0.518
H 1.338 -1.151 0.846
H 1.280 -1.878 -0.676
*
```